# 1
This record from the OMol25 dataset describes a molecular structure, C8H12Cl2GdN2O3SSc in a non-equilibrium geometry. The level of theory is ωB97M-V/def2-TZVPD.

Structure (XYZ):
```
30
Properties=species:S:1:pos:R:3:lowdin_charge:R:1
Sc -1.4973 -0.5197 -5.2117 0.99
Gd 0.8490 -0.4511 -1.4466 1.25
Cl -1.2875 -2.1624 -3.4693 0.13
Cl -0.4951 1.2380 -3.1251 0.01
C 1.1820 1.5721 -0.6245 -0.13
C -0.0316 -1.7129 -6.1624 -0.04
C -0.0837 0.8346 -6.2821 0.00
O 1.2960 2.6748 -0.2374 0.25
O 0.9000 -2.2679 -6.5814 0.30
O 0.8199 1.3374 -6.8093 0.28
C 2.0933 -1.2758 1.2066 -0.05
N 1.0261 -0.4658 1.8535 -0.16
C 1.4755 0.7091 2.6229 0.02
C -0.2602 -0.5586 1.4132 -0.71
S -0.7404 -1.6934 0.2048 0.78
N -1.1836 0.2893 1.9631 -0.17
C -1.3295 0.3626 3.4231 0.01
C -2.4076 0.5288 1.2050 -0.05
H 2.9935 -1.1858 1.8447 0.14
H 2.4141 -0.8900 0.1902 0.03
H 1.7949 -2.3275 1.1491 0.11
H 1.0726 1.6323 2.2041 0.10
H 1.1766 0.5987 3.6705 0.11
H 2.5680 0.7386 2.5743 0.12
H -1.1713 1.4029 3.7541 0.13
H -2.3513 0.0749 3.7077 0.13
H -0.6258 -0.2970 3.9235 0.11
H -2.1820 0.9868 0.2293 0.09
H -2.9817 -0.3992 1.0273 0.10
H -3.0328 1.2265 1.7826 0.13
```

Charge ... +4
Multiplicity ... 8
Orbital gap (alpha / beta) ... 5.092 / 4.962 eV
HOMO level (alpha / beta) ... -21.70 / -21.57 eV
LUMO (alpha / beta) ... -16.61 / -16.61 eV
E ... -3490.57886 Eh

=====

# 2
This record from the OMol25 dataset describes a molecular structure, C8H12ClCuN2O in a non-equilibrium geometry. The level of theory is ωB97M-V/def2-TZVPD.

Structure (XYZ):
```
25
Properties=species:S:1:pos:R:3:lowdin_charge:R:1
Cu -33.5444 -9.8772 -7.5782 0.41
Cl -31.6070 -10.5264 -8.9693 -0.15
C -32.9669 -7.6556 -10.6095 -0.03
C -31.7958 -7.5575 -11.5748 -0.56
O -31.7621 -6.6960 -12.4421 0.03
N -30.7417 -8.3897 -11.3732 -0.03
C -29.7039 -8.6081 -12.3634 -0.06
H -33.6898 -8.4569 -10.7492 0.07
H -33.5431 -6.7545 -10.8224 0.08
H -32.5385 -7.6186 -9.6066 0.05
H -30.8810 -8.9377 -10.5318 -0.02
H -29.1873 -9.4789 -11.9632 0.08
H -29.0552 -7.7388 -12.4586 0.09
H -30.1379 -8.8219 -13.3389 0.09
N -27.9838 -5.9697 -8.6865 0.06
C -28.8128 -6.9658 -8.9753 -0.15
C -28.4226 -8.2977 -9.0693 -0.08
C -27.1191 -8.6242 -8.7584 -0.07
C -26.2720 -7.5978 -8.3535 -0.08
C -26.7252 -6.2911 -8.3688 -0.16
H -29.8171 -6.6540 -9.2415 0.10
H -29.1360 -9.0070 -9.4585 0.04
H -26.7467 -9.6364 -8.8441 0.11
H -25.2564 -7.8403 -8.0677 0.10
H -26.0685 -5.4780 -8.0830 0.10
```

Charge ... 0
Orbital gap ... 6.715 eV
HOMO level ... -9.10 eV
LUMO ... -2.38 eV
E ... -2597.43555 Eh

=====

# 3
This record from the OMol25 dataset describes 2 unconnected molecules or ions with the total composition C8H12ClN2 in a non-equilibrium geometry. The level of theory is ωB97M-V/def2-TZVPD.

Structure (XYZ):
```
23
Properties=species:S:1:pos:R:3:lowdin_charge:R:1
C -1.8108 1.1628 -1.6048 -0.05
C -2.4663 0.7640 -0.4809 -0.01
C -0.8820 0.3118 -2.0151 0.00
C -2.0033 -0.2183 0.3461 -0.09
C 1.2612 0.3429 2.2287 -0.33
C -0.4104 -0.8876 -1.2945 -0.31
C -0.8224 -0.9148 0.1387 -0.62
C 1.1667 -0.9433 -1.5292 -0.06
N 0.8499 0.3907 1.0616 0.10
N 2.2560 0.9823 2.9470 0.09
Cl -0.4596 -2.2911 1.0523 0.85
H -2.0487 2.1261 -2.0162 0.13
H -3.4056 1.2884 -0.1971 0.15
H -0.5802 0.4322 -3.0179 0.13
H -2.6581 -0.3540 1.1910 0.12
H 1.0345 -0.5252 2.8634 0.11
H -0.6779 -1.8972 -1.6387 0.18
H 1.8756 -0.0371 -1.3942 0.11
H 1.3037 -1.2636 -2.5362 0.06
H 1.6557 -1.7559 -0.8568 0.11
H 1.1464 1.1993 0.5632 0.09
H 2.7968 0.4376 3.6898 0.14
H 2.8788 1.6501 2.4999 0.10
```

Charge ... +1
Orbital gap ... 7.874 eV
HOMO level ... -13.09 eV
LUMO ... -5.21 eV
E ... -881.39783 Eh

=====

# 4
This record from the OMol25 dataset describes a molecular structure, C8H12ClN3 in a non-equilibrium geometry. The level of theory is ωB97M-V/def2-TZVPD.

Structure (XYZ):
```
24
Properties=species:S:1:pos:R:3:lowdin_charge:R:1
C -2.9606 -1.5455 -1.8725 -0.22
C -3.4229 -0.8792 -0.0038 -0.15
C -1.9120 1.1137 -0.1074 0.10
C 0.2103 0.0123 1.0528 -0.44
C 1.7221 1.8872 0.7396 -0.05
C 2.7782 -0.4781 1.1113 -0.07
C 1.3179 0.0973 -0.9958 -0.07
C 1.5814 0.3383 0.5773 -0.68
N -3.7274 -1.8318 -0.8034 0.10
N -2.1401 -0.5497 -1.7762 0.11
N -2.4304 -0.0388 -0.5562 -0.25
Cl -0.1093 -1.6240 1.1800 0.72
H -2.9881 -2.0322 -2.8113 0.10
H -3.9414 -0.7932 0.9807 0.15
H -2.2628 1.3021 0.8652 -0.01
H 1.0346 2.1885 1.5230 0.08
H 2.6822 2.0395 1.0388 0.04
H 1.5186 2.4562 -0.1544 0.08
H 2.8220 -0.3518 2.2882 0.13
H 2.7559 -1.4545 0.8914 0.01
H 3.7263 -0.0549 0.7721 0.08
H 0.3410 0.6217 -1.1350 0.03
H 1.2190 -1.0401 -1.2670 0.10
H 2.1857 0.6168 -1.5374 0.11
```

Charge ... 0
Orbital gap (alpha / beta) ... 7.597 / 7.598 eV
HOMO level (alpha / beta) ... -8.39 / -8.39 eV
LUMO (alpha / beta) ... -0.80 / -0.80 eV
E ... -936.23079 Eh

=====

Please write out number 4 again, unchanged.
This record from the OMol25 dataset describes a molecular structure, C8H12ClN3 in a non-equilibrium geometry. The level of theory is ωB97M-V/def2-TZVPD.

Structure (XYZ):
```
24
Properties=species:S:1:pos:R:3:lowdin_charge:R:1
C -2.9606 -1.5455 -1.8725 -0.22
C -3.4229 -0.8792 -0.0038 -0.15
C -1.9120 1.1137 -0.1074 0.10
C 0.2103 0.0123 1.0528 -0.44
C 1.7221 1.8872 0.7396 -0.05
C 2.7782 -0.4781 1.1113 -0.07
C 1.3179 0.0973 -0.9958 -0.07
C 1.5814 0.3383 0.5773 -0.68
N -3.7274 -1.8318 -0.8034 0.10
N -2.1401 -0.5497 -1.7762 0.11
N -2.4304 -0.0388 -0.5562 -0.25
Cl -0.1093 -1.6240 1.1800 0.72
H -2.9881 -2.0322 -2.8113 0.10
H -3.9414 -0.7932 0.9807 0.15
H -2.2628 1.3021 0.8652 -0.01
H 1.0346 2.1885 1.5230 0.08
H 2.6822 2.0395 1.0388 0.04
H 1.5186 2.4562 -0.1544 0.08
H 2.8220 -0.3518 2.2882 0.13
H 2.7559 -1.4545 0.8914 0.01
H 3.7263 -0.0549 0.7721 0.08
H 0.3410 0.6217 -1.1350 0.03
H 1.2190 -1.0401 -1.2670 0.10
H 2.1857 0.6168 -1.5374 0.11
```

Charge ... 0
Orbital gap (alpha / beta) ... 7.597 / 7.598 eV
HOMO level (alpha / beta) ... -8.39 / -8.39 eV
LUMO (alpha / beta) ... -0.80 / -0.80 eV
E ... -936.23079 Eh

=====

Question: What is the E in the fourth record?
Answer: -936.23079 Eh

=====

Question: Which value of E does entry 2 give?
Answer: -2597.43555 Eh

=====

Question: What is the charge in the second record?
Answer: 0